Density functional theory data (ωB97M-V/def2-TZVPD) for a structure of composition C23H25BaN2O.

Geometry (Å):
Ba 0.48294 1.07638 1.16171
O -0.28654 -0.82616 0.25341
N 1.43601 4.14475 2.95153
N -0.22086 -2.84084 0.40016
C 1.89583 1.73837 -1.05757
C 3.01227 1.24009 0.92907
C -1.21139 2.64675 2.41250
C 1.92475 2.90143 -0.29186
C 2.05598 -1.05253 -2.03722
C 2.66064 -0.78208 -0.66314
C -0.76344 3.54344 1.34842
C -1.64415 -2.87463 0.80272
C -4.43010 -1.19232 -2.01128
C 0.53324 -1.77225 0.38259
C 4.14803 -1.06106 -0.66577
C -3.75811 -1.58477 0.28182
C -3.30201 -1.87998 -2.45331
C 1.98926 -1.71917 0.39438
C -1.90698 1.58044 1.82330
C -2.61403 -2.27325 -0.16152
C 2.62977 2.62757 0.93617
C 1.08949 3.15853 2.31136
C -2.40414 -2.42436 -1.53004
C 2.56439 0.66961 -0.29709
C -1.21588 3.01620 0.10861
C -4.65386 -1.04694 -0.63685
C -1.93344 1.82207 0.37271
H -5.13530 -0.77459 -2.72863
H 4.35212 -2.01614 -1.16004
H -2.27544 1.09298 -0.38585
H -1.82428 -3.95861 0.89457
H 1.29599 1.57167 -1.99002
H -0.81822 2.69570 3.46922
H 4.67690 -0.26755 -1.21477
H 1.01960 -0.69020 -2.12723
H 2.06178 -2.13628 -2.22913
H 2.66571 -0.56724 -2.81076
H 1.45863 3.88458 -0.54152
H -5.53839 -0.51970 -0.27732
H 2.88713 3.33058 1.77261
H -1.52475 -2.96647 -1.88068
H -2.13707 0.60820 2.31636
H 4.55848 -1.10235 0.35163
H 0.15984 -3.54022 -0.13894
H 2.34267 -1.45747 1.41685
H -3.95405 -1.46609 1.35351
H 2.33199 -2.75469 0.19810
H 3.41063 0.68433 1.81438
H -0.22030 4.52151 1.43722
H -3.11270 -2.00556 -3.51908
H -1.76130 -2.44950 1.80560
H -0.99734 3.44784 -0.89089

- HOMO level: -2.31 eV
- Maximum force: 9.25 eV Å⁻¹
- Total charge: -1



Density functional theory data (ωB97M-V/def2-TZVPD) for a structure of composition C48H47N7O2P2SSeTl.

Geometry (Å):
Tl -0.09434 0.26163 -0.70845
Se -0.20578 2.96837 -1.66169
S 2.28410 -1.15733 -0.44768
P -1.56153 -1.16507 2.38632
P 0.64004 0.99124 2.75751
O -1.39544 -0.76830 0.94094
O 0.31007 1.47542 1.36365
N -0.59925 2.16949 -4.42866
N -2.81564 -0.95210 -2.08441
N 1.49138 2.43771 -3.88825
N 4.66369 -1.10677 -1.52722
N -2.47756 0.05204 -1.45824
N 3.67760 0.96163 -1.30865
N -0.62769 -1.89575 -2.08029
C -2.53280 -3.18464 -2.75442
C 3.34926 -2.06779 3.08444
C -1.73348 -4.30228 -2.93334
C 0.15505 1.80898 -5.54066
C -0.37610 -4.18884 -2.68584
C -1.10985 -3.47827 3.89105
C -5.51824 2.12017 -1.79087
C 2.14579 1.20775 -7.32677
C -0.38926 -3.51560 1.58686
C 4.52964 -1.40608 2.78146
C 1.13630 4.45714 5.66831
C 0.90116 2.36420 3.88052
C -4.13008 2.98557 -0.01331
C -4.27467 -1.12575 1.88566
C -3.42304 1.06192 -1.26174
C -3.64662 -1.07951 4.21910
C -0.94589 -2.83340 2.66635
C 1.63875 3.20541 6.00232
C 4.51418 -0.04988 2.47096
C 0.79790 1.02244 -7.66774
C -3.29211 -1.10594 2.87047
C 2.52125 1.70216 -6.09401
C -5.28346 3.05518 -0.78450
C 5.61717 0.76709 -2.76863
C -5.61199 -1.11578 2.25044
C 0.40541 3.61984 3.53997
C -0.13845 -5.47057 2.96017
C 3.64180 -0.35983 -1.14729
C -0.22136 1.33261 -6.79081
C 2.14497 -1.37806 3.09237
C -1.93976 -2.01245 -2.29877
C 4.87696 1.65761 -1.78232
C -3.19262 1.99900 -0.25145
C 1.52583 2.15331 5.10894
C -4.59620 1.12556 -2.03232
C 0.22718 2.52710 -3.43916
C -0.74736 0.05147 3.49814
C 5.89497 -0.58322 -2.12636
C 0.01529 -4.83219 1.73692
C 3.31532 0.64070 2.46988
C 0.13633 -2.96514 -2.27155
C 1.49824 1.98982 -5.19914
C -0.70144 -4.79392 4.03451
C -4.98462 -1.08396 4.57664
C 0.52392 4.66692 4.44029
C -5.96432 -1.09879 3.59250
C -2.04868 2.27557 -4.41185
C 2.12784 -0.02330 2.78337
H -5.26128 -1.07046 5.62195
H -6.41854 2.17322 -2.38739
H -2.36582 2.94226 -5.21292
H 1.23040 -1.89725 3.34234
H 5.43977 0.46789 2.25366
H -2.50879 1.30016 -4.56713
H -7.00798 -1.10022 3.87632
H 2.27981 2.76681 -3.35674
H 6.23786 -1.29720 -2.87291
H -1.26102 1.21160 -7.06251
H -2.16346 -5.23585 -3.26938
H 2.90372 0.96073 -8.05694
H -3.59854 -3.19472 -2.93211
H 0.14016 5.64576 4.18702
H -0.27255 -3.00502 0.63803
H -0.43177 -0.39498 4.44352
H 1.22264 5.27471 6.37115
H 3.36571 -3.12235 3.32661
H -3.98520 -1.14349 0.84176
H 3.28530 1.70289 2.25008
H -1.50723 0.80608 3.71882
H 6.66865 -0.49326 -1.36104
H -3.96963 3.70905 0.77428
H -6.00654 3.83856 -0.60244
H -0.83095 -5.29686 4.98310
H 5.46985 -1.94108 2.81031
H -1.55941 -2.96109 4.72946
H 0.28405 -5.03351 -2.82249
H 1.92791 1.17815 5.35976
H -4.75198 0.38279 -2.80161
H 3.55864 1.87458 -5.84076
H -6.38043 -1.12387 1.48920
H 0.17349 -6.49958 3.07678
H 1.19649 -2.84486 -2.09796
H -0.06037 3.76754 2.57361
H 5.02038 0.62613 -3.67201
H -2.29965 1.90973 0.35764
H -2.36659 2.68529 -3.45706
H 2.12110 3.05491 6.95842
H 4.61587 -2.09573 -1.33706
H 4.57725 2.59367 -2.25256
H 6.55932 1.23585 -3.04495
H 5.53058 1.90155 -0.94132
H 2.95944 1.49899 -0.84902
H 0.44340 -5.36745 0.89939
H 0.55426 0.63968 -8.64883
H -2.88607 -1.04428 4.99023

- HOMO level: -15.50 eV
- Maximum force: 1.56 eV Å⁻¹
- Total charge: +3



Density functional theory data (ωB97M-V/def2-TZVPD) for the molecule C3H6S2.

Geometry (Å):
S 1.05242 1.50136 -0.37092
S -2.01241 0.51301 -0.02533
C 0.79213 0.60341 1.13168
C 0.09562 -1.13704 -0.91939
C -0.20250 0.16949 -0.21978
H 0.29318 1.07993 2.03597
H 0.63372 -1.07318 -1.80547
H -1.90410 1.84876 -0.03164
H 0.64892 -1.70642 -0.24690
H 1.42786 -0.18716 1.50608
H -0.82485 -1.61215 -1.05430

- HOMO level (alpha / beta): -4.91 / -8.66 eV
- Maximum force: 3.39 eV Å⁻¹
- <S²>: 2.006
- 2S+1: 3



Density functional theory data (ωB97M-V/def2-TZVPD) for a structure of composition C29H73BrN2NbO20S6.

Geometry (Å):
Nb -4.14233 5.09492 -5.34921
Br -3.15780 4.35877 -8.77859
S -1.68760 -1.20918 -0.81662
S 4.21851 1.56855 4.43008
S 8.87573 -7.23556 3.93668
S 3.92664 -0.88474 0.26414
S 3.63101 -3.56220 6.60840
S -7.63695 -2.70261 2.30229
O 3.86232 1.46262 3.04963
O 3.25180 1.24560 5.43313
O -7.98963 -1.85469 3.39872
O -2.67776 4.87944 -3.83928
O 2.30104 -3.25570 5.81224
O -2.61495 -1.46971 0.24486
O -2.31551 4.35348 -1.82234
O 4.79275 3.02515 4.69937
O -2.10901 -1.33384 -2.17513
O 3.98508 -2.41952 7.39451
O -1.06212 0.23609 -0.62716
O 2.81792 -1.78733 0.19557
O -6.12474 -3.14757 2.43874
O 4.59997 -4.12609 5.71761
O 9.37946 -5.74193 4.10219
O 8.40399 -7.41820 2.59834
O -7.88179 -2.27154 0.96187
O 4.73166 -0.82507 1.44399
O 8.04026 -7.58883 5.04020
O 4.88434 -1.13981 -0.97867
N -7.26115 7.27544 -6.53317
N -3.12299 4.34891 -2.69387
C -2.55628 4.44177 -6.89208
C -4.85137 -1.10412 2.97620
C 5.80387 -2.25046 -0.88888
C 5.69582 0.66917 4.73318
C -1.33788 5.38853 -6.84374
C 10.44120 -8.01578 4.12724
C 8.47601 -4.67868 3.70485
C 7.39489 -4.40780 4.72915
C 3.05037 -2.16245 3.73620
C -0.21798 -2.12814 -0.53761
C -1.84180 1.36803 -1.11408
C -7.93063 5.17095 -5.49320
C -4.08798 0.09962 -5.07277
C -7.00116 6.04840 -6.30017
C -8.35330 -4.29058 2.55408
C -5.22318 2.12265 -6.13405
C -0.01277 4.66997 -7.11564
C 5.13274 -3.58546 -1.13894
C 2.27243 -2.03019 5.02795
C -5.09790 -2.22202 1.98659
C -2.97594 1.74554 -0.18755
C 3.38393 0.72507 -0.17713
C -4.69461 2.93155 -4.93581
C -5.76485 5.42720 -6.83809
C 2.83445 4.43565 5.19600
C -5.71037 2.78683 -3.75830
C -5.29310 0.60973 -5.86651
C 3.98984 4.14544 4.26059
C 2.99045 -4.82983 7.64476
H 5.44194 -0.38559 4.64783
H -3.42687 2.67497 -0.53405
H 10.26406 -9.08831 4.10222
H 6.83068 -3.52020 4.45146
H 2.23158 -4.40005 8.29178
H -2.20243 1.14917 -2.11928
H -1.30070 5.89066 -5.88105
H 9.11880 -3.80910 3.58082
H 6.69833 -5.23734 4.80158
H 2.73076 -3.04387 3.18028
H 1.21850 -1.84766 4.83162
H 4.68099 4.98499 4.23166
H 0.10663 4.51927 -8.18604
H 3.18834 4.52991 6.22228
H -5.38103 2.02476 -3.04952
H 11.08459 -7.71465 3.30595
H -4.66826 -1.50672 3.97298
H -1.50662 6.15084 -7.59719
H -5.28115 5.77767 -4.08846
H -2.23001 3.42883 -6.66357
H 6.43224 0.94671 3.98480
H 0.17917 -1.86724 0.43841
H 5.88624 -4.37104 -1.19902
H 6.04151 0.89638 5.73778
H -8.05265 -4.94167 1.73869
H -3.98301 -0.52870 2.65644
H 6.30252 -2.22758 0.08123
H 3.64596 3.96528 3.24143
H 3.82370 -5.21160 8.23005
H -5.30829 0.08699 -6.82534
H -4.66729 2.32796 -7.04924
H 2.57704 -5.61451 7.01760
H 6.55406 -2.04942 -1.65068
H -0.48079 -3.18311 -0.56880
H -3.74604 0.97477 -0.16570
H -7.78398 5.32090 -4.42936
H 2.90464 -1.28008 3.11982
H -6.22292 0.32909 -5.37538
H -2.61017 1.88274 0.83103
H -3.19570 0.64169 -5.36848
H -4.25505 0.23890 -4.00904
H 2.64659 1.02090 0.56587
H -5.80770 3.70015 -3.18112
H 4.43825 -3.83707 -0.33888
H 2.93557 0.68286 -1.16632
H -9.43198 -4.15346 2.55751
H -3.77425 2.47047 -4.57560
H -6.68732 2.47948 -4.12400
H 10.86088 -7.72301 5.08538
H -6.23494 2.48055 -6.33294
H 8.05280 -4.91569 2.72783
H -5.70690 -0.43307 3.04218
H 7.83317 -4.25470 5.71558
H 2.63860 -1.20346 5.63643
H 4.57091 -3.56120 -2.07223
H -7.75998 4.12261 -5.72691
H 2.09358 3.63834 5.17215
H -3.51597 6.81424 -5.57488
H -0.00967 3.68946 -6.64455
H 0.82526 5.24175 -6.72398
H -3.95020 -0.96251 -5.25574
H 0.49588 -1.89109 -1.31957
H -6.02666 4.51812 -7.38212
H 2.34814 5.36560 4.90141
H -1.12594 2.18234 -1.19367
H 4.23604 1.39746 -0.15543
H 4.11792 -2.26651 3.92716
H -4.20473 -2.82768 1.86696
H -5.36004 -1.83587 1.00284
H -5.34298 6.12908 -7.56075
H -8.13315 7.54248 -6.07842
H -8.95507 5.39308 -5.78390
H -8.01682 -4.67642 3.51210

- HOMO level: -4.86 eV
- Maximum force: 1.48 eV Å⁻¹
- Total charge: -1



Density functional theory data (ωB97M-V/def2-TZVPD) for a cluster of 2 separate species, C6H12O in total.

Geometry (Å):
O 3.30577 -0.78769 4.49890
C 0.05722 -1.88989 0.19142
C -0.58596 0.43026 -0.62774
C -1.28940 1.28215 -1.36665
C -0.25563 -0.97050 -0.95664
C -1.60851 2.69120 -0.93649
C -0.04029 -1.33135 -2.21980
H -0.04845 -0.66530 -3.07647
H -0.94654 3.40792 -1.41296
H -2.64179 2.93579 -1.15896
H -1.45250 1.09015 -2.42871
H -1.45574 2.76494 0.13095
H -0.36293 0.83455 0.36220
H 4.13813 -0.63320 4.95142
H 2.60935 -0.51757 5.11421
H -0.85376 -2.04497 0.77879
H 0.23722 -2.33940 -2.53713
H 0.43827 -2.83919 -0.19417
H 0.75555 -1.41790 0.88783

- HOMO level: -8.45 eV
- Maximum force: 1.36 eV Å⁻¹



Density functional theory data (ωB97M-V/def2-TZVPD) for a cluster of 2 separate species, C5H16N2O in total.

Geometry (Å):
O 3.28179 -0.13012 1.12300
N -0.43234 -1.53184 0.58663
N -1.24841 2.53689 -1.69053
C 0.04665 -2.88644 0.91299
C -0.69782 1.99584 0.64218
C -0.72174 0.12254 -1.11198
C 0.35491 -0.77586 -0.47931
C -0.46436 1.61126 -0.82252
H 0.62018 -3.30937 0.09451
H 0.59259 1.83057 -1.03815
H 0.11746 1.68731 1.28219
H 2.79391 -0.19474 0.29149
H -2.18712 2.62768 -1.30016
H -0.76488 -3.53391 1.27281
H -0.46942 -0.98279 1.43667
H -1.50418 1.98547 -2.51107
H -0.68831 -0.17220 -2.17676
H -1.71288 -0.03311 -0.70435
H 1.01404 -0.15132 0.13448
H 3.04405 -0.89699 1.64360
H -1.60220 1.47780 0.98413
H 0.62070 -2.87859 1.84817
H -0.95931 3.03416 0.66626
H 0.96669 -1.43224 -1.08426

- HOMO level: -8.61 eV
- Maximum force: 4.02 eV Å⁻¹



Density functional theory data (ωB97M-V/def2-TZVPD) for a structure of composition C33H21AgN6S2.

Geometry (Å):
Ag -0.36462 0.49424 1.76479
S -3.57912 1.75295 2.84497
S -3.36463 4.10914 1.01930
N -1.24336 -1.57067 1.37456
N -0.89955 -0.68018 3.91513
N 4.79928 -5.34235 -3.82881
N -0.78499 0.13895 -0.77889
N -1.27747 2.71477 1.68404
N -1.25296 -2.42958 2.29648
C 2.81731 -1.78641 -0.25130
C -1.09113 -3.05903 -2.53100
C -1.83517 4.62744 0.39306
C -0.84949 3.75565 0.87779
C -1.23236 -3.46737 -0.17053
C 2.72864 -1.55483 -1.63990
C 3.23064 -2.46168 -2.55164
C -1.24931 -1.92656 3.60737
C -1.54653 2.33709 -3.68124
C 3.85291 -3.63506 -2.11639
C -0.90103 -0.30535 5.18986
C -1.00959 -1.12418 -1.00656
C -1.16354 -2.07196 0.09630
C 4.37881 -4.58325 -3.07049
C 3.44590 -2.97602 0.16451
C -1.54587 -2.46133 5.93068
C -2.59306 2.73825 1.89616
C -0.39108 3.11051 -3.73468
C 1.65186 -0.09103 1.41670
C 0.61545 2.87239 -2.80188
C -0.66485 1.06678 -1.80242
C -1.56486 -2.85397 4.61065
C 0.80862 5.06973 -0.26989
C -1.51452 5.70689 -0.42406
C -1.20815 -3.96735 -1.43591
C 2.24220 -0.88523 0.68172
C 0.48495 3.99072 0.54114
C 3.95318 -3.87974 -0.74695
C -1.00748 -1.72082 -2.33795
C -0.18077 5.92726 -0.75665
C -1.21275 -1.14771 6.24385
C 0.48215 1.87158 -1.84920
C -1.68599 1.33496 -2.72846
H -1.06052 -3.44786 -3.54450
H 4.42594 -4.79294 -0.40719
H -1.19556 -0.78912 7.26401
H -2.29413 6.36158 -0.79688
H 0.08784 6.75746 -1.40202
H 3.51211 -3.17608 1.22581
H -0.89308 -1.06537 -3.18841
H 1.24079 3.30145 0.90439
H -1.81673 -3.86441 4.31247
H 1.51187 3.48526 -2.80874
H 3.13673 -2.27550 -3.61493
H -1.27031 -5.03452 -1.60963
H -2.35337 2.52169 -4.38282
H -1.78693 -3.16849 6.71548
H -0.63643 0.73268 5.37154
H 2.23286 -0.65479 -1.98185
H -2.60112 0.75717 -2.67104
H -0.28823 3.90145 -4.46884
H -1.31934 -4.12486 0.68248
H 1.84561 5.24363 -0.53728
H 1.24434 1.69392 -1.09629

- HOMO level: -1.46 eV
- Maximum force: 1.12 eV Å⁻¹
- Total charge: -2



Density functional theory data (ωB97M-V/def2-TZVPD) for the molecule C2H5NO3S.

Geometry (Å):
S -2.16331 -0.23709 0.42015
O -2.45645 0.81644 -0.87694
O -1.63125 -1.53492 -0.06580
O -1.03032 0.62986 1.06488
N 0.90431 -0.07477 -0.06867
C 1.06678 -1.26477 0.24422
C 0.22141 1.03502 0.52942
H 1.78450 -1.66661 -0.50158
H -2.99891 0.51249 -1.56570
H 0.87766 1.44747 1.25045
H 0.07497 1.80940 -0.16698
H 0.74863 -1.69384 1.23020

- HOMO level: -9.19 eV
- Maximum force: 3.15 eV Å⁻¹